{
  "formula": "C30H80O10",
  "method": "ωB97M-V/def2-TZVPD",
  "fmax_ev_per_a": 4.02,
  "lumo_ev": 0.54,
  "orbital_gap_ev": 9.878,
  "smiles": "CC(C)O.CC(C)O.CC(C)O.CC(C)O.CC(C)O.CC(C)O.CC(C)O.CC(C)O.CC(C)O.CC(C)O",
  "e_homo_ev": -9.341,
  "spin_multiplicity": 1,
  "total_charge": 0,
  "species": ["C", "C", "C", "O", "H", "H", "H", "H", "H", "H", "H", "H", "C", "C", "C", "O", "H", "H", "H", "H", "H", "H", "H", "H", "C", "C", "C", "O", "H", "H", "H", "H", "H", "H", "H", "H", "C", "C", "C", "O", "H", "H", "H", "H", "H", "H", "H", "H", "C", "C", "C", "O", "H", "H", "H", "H", "H", "H", "H", "H", "C", "C", "C", "O", "H", "H", "H", "H", "H", "H", "H", "H", "C", "C", "C", "O", "H", "H", "H", "H", "H", "H", "H", "H", "C", "C", "C", "O", "H", "H", "H", "H", "H", "H", "H", "H", "C", "C", "C", "O", "H", "H", "H", "H", "H", "H", "H", "H", "C", "C", "C", "O", "H", "H", "H", "H", "H", "H", "H", "H"],
  "xyz": [[3.58841, 5.69821, 0.72730], [2.50825, 4.69196, 0.65914], [2.22004, 4.09429, 2.00957], [1.39458, 5.51057, 0.31800], [3.80342, 6.09824, -0.26358], [4.51157, 5.31918, 1.16573], [3.46832, 6.59249, 1.33881], [2.70195, 4.01359, -0.17177], [1.78403, 4.84053, 2.67373], [3.09030, 3.61414, 2.45701], [1.42692, 3.34787, 1.96573], [1.85670, 6.24596, -0.09096], [3.60220, 1.42533, -5.80970], [3.04578, 0.66409, -4.72645], [3.24518, 1.43377, -3.36704], [1.67366, 0.51891, -4.87584], [4.65562, 1.65924, -5.65578], [3.01381, 2.34049, -5.87582], [3.46407, 0.91627, -6.76357], [3.55895, -0.29598, -4.67157], [4.27229, 1.79542, -3.41563], [3.31056, 0.88581, -2.42706], [2.56437, 2.27422, -3.23199], [1.63286, -0.04799, -5.64951], [-4.71979, 0.50649, 1.55689], [-4.93156, 0.23821, 0.11863], [-6.36109, 0.12254, -0.32594], [-4.25000, 1.17838, -0.61893], [-3.68330, 0.26833, 1.79581], [-5.29279, -0.20842, 2.14737], [-4.87313, 1.56148, 1.78400], [-4.28835, -0.62035, -0.07436], [-6.87319, -0.61139, 0.29632], [-6.36292, -0.16034, -1.37859], [-6.80041, 1.10987, -0.18352], [-4.79175, 1.96049, -0.74704], [-5.19870, -3.49415, -2.52981], [-4.17371, -2.98047, -3.50873], [-3.92696, -1.45006, -3.37607], [-3.01813, -3.73431, -3.31641], [-5.37440, -4.55797, -2.68955], [-6.23031, -3.14801, -2.59352], [-4.95641, -3.32145, -1.48120], [-4.55822, -3.24458, -4.49387], [-3.81011, -1.35735, -2.29632], [-4.70934, -0.82574, -3.80758], [-3.03501, -1.13349, -3.91673], [-2.73584, -3.50880, -2.42700], [-1.13023, -5.36119, 0.26441], [-2.26205, -4.47444, 0.58363], [-2.21756, -3.83025, 1.93020], [-2.25306, -3.45759, -0.35932], [-0.22150, -4.76032, 0.22885], [-1.23852, -5.93100, -0.65847], [-0.98528, -6.05892, 1.08918], [-3.20928, -5.01349, 0.60094], [-1.36372, -3.15325, 1.95728], [-2.05069, -4.53679, 2.74326], [-3.10452, -3.22018, 2.10108], [-1.52136, -2.85174, -0.22095], [-3.29892, 5.29780, -0.50687], [-1.89788, 4.71982, -0.15750], [-1.07679, 4.38944, -1.37065], [-1.25467, 5.64876, 0.56178], [-4.02859, 5.45113, 0.28822], [-3.77649, 4.56247, -1.15441], [-3.27955, 6.23867, -1.05686], [-2.00049, 3.81562, 0.44248], [-1.58696, 3.69863, -2.04192], [-0.17076, 3.89345, -1.02251], [-0.79774, 5.31446, -1.87518], [-0.30679, 5.50446, 0.51379], [0.50329, 0.83849, 4.43190], [-0.17258, -0.46248, 3.98329], [-1.47028, -0.33809, 3.22368], [0.74060, -1.13218, 3.08943], [-0.11025, 1.45008, 5.09343], [0.78724, 1.51780, 3.62814], [1.43908, 0.68320, 4.96882], [-0.15353, -1.15735, 4.82286], [-1.34855, 0.26891, 2.32656], [-2.27574, 0.22948, 3.68973], [-1.91493, -1.25236, 2.83063], [1.54638, -1.31529, 3.57809], [0.48101, 0.72816, -0.16885], [-0.35312, -0.49630, -0.39340], [-0.35340, -0.70063, -1.95601], [0.18755, -1.67171, 0.25606], [1.56253, 0.59249, -0.17375], [0.07841, 1.08262, 0.78002], [0.15101, 1.38987, -0.96969], [-1.40490, -0.27414, -0.21312], [-0.93656, -1.61027, -2.09953], [0.68210, -0.90012, -2.23177], [-0.81970, 0.08499, -2.55054], [0.65910, -1.24068, 0.97261], [3.14477, -3.99182, -1.32048], [3.15760, -3.64788, 0.27845], [4.43865, -4.16728, 1.04661], [2.78451, -2.31970, 0.55937], [4.00152, -3.47761, -1.75597], [2.23137, -3.69963, -1.83857], [3.21744, -5.04455, -1.59357], [2.27802, -4.18732, 0.62978], [4.31953, -3.90109, 2.09687], [5.05886, -3.39719, 0.58790], [4.60715, -5.20019, 0.74199], [1.84316, -2.28102, 0.37507], [4.48678, 0.07837, 4.39945], [3.79641, -0.27718, 3.09133], [4.59836, -0.07777, 1.77603], [3.50556, -1.64836, 3.08714], [5.36761, -0.52857, 4.60884], [3.87893, 0.04728, 5.30369], [4.96884, 1.04553, 4.25686], [2.85536, 0.26719, 3.01271], [3.89809, -0.02935, 0.94214], [5.32177, -0.88588, 1.66770], [5.10799, 0.88562, 1.75984], [3.22173, -1.98714, 2.23492]],
  "forces_ev_per_a": [[2.80, 0.61, 0.29], [-0.48, 0.93, 0.86], [-0.58, -0.91, 0.17], [-0.37, -0.02, -0.64], [0.28, -0.19, -0.25], [0.27, -0.40, -0.45], [-1.05, -0.16, 0.32], [0.01, -0.52, 0.30], [0.48, 0.31, -0.01], [0.04, 0.11, 0.02], [0.03, -0.28, -0.28], [-0.97, 0.48, -0.32], [0.55, 1.60, -1.90], [0.23, 0.03, 4.01], [1.30, -0.34, -0.52], [-0.84, -0.86, -0.55], [-0.01, -0.01, -0.17], [0.25, 0.33, -0.12], [0.20, -0.11, -0.14], [-0.06, -0.38, 0.28], [0.05, 0.59, -0.06], [-0.73, -0.66, -0.24], [-0.07, -0.07, -0.32], [-0.90, -0.14, -0.21], [0.35, -0.29, 1.17], [0.71, -1.06, -0.04], [0.43, -0.32, 0.14], [1.00, 1.68, -1.50], [0.11, 0.28, -0.02], [-0.35, 0.41, 0.34], [-0.41, -0.09, 0.35], [-0.75, -0.90, -0.27], [-0.24, 0.04, -0.22], [-0.34, 0.01, 0.04], [-0.38, 0.00, -0.08], [-0.06, 0.21, 0.04], [-1.45, -0.44, 0.61], [-1.20, 0.67, -0.66], [0.10, -1.21, -0.19], [0.81, 0.09, -0.26], [0.58, -0.23, 0.13], [0.01, 0.82, -0.52], [0.52, -0.07, 0.06], [0.23, 0.17, -0.29], [0.08, 0.92, 0.00], [-0.41, -0.19, 0.48], [0.27, -0.28, 0.24], [0.48, -0.30, 0.58], [1.10, -1.20, 0.79], [-0.46, 0.06, 0.69], [0.89, 0.38, 0.93], [-1.53, 1.14, -1.95], [0.15, 0.03, -0.19], [-0.11, 0.22, -0.03], [0.08, -0.33, -0.04], [-0.20, -0.02, -0.91], [0.19, 0.11, 0.07], [-0.32, -0.09, 0.06], [-0.11, -0.18, 0.06], [0.40, -0.07, 0.42], [-0.14, -0.99, -0.55], [-2.17, -0.42, -0.95], [-0.01, -0.53, -0.41], [0.96, 2.37, 2.03], [0.54, -0.11, 0.57], [-0.15, -0.04, -0.28], [0.50, 0.00, -0.06], [-0.47, -0.49, 0.02], [-0.03, 0.09, -0.15], [0.16, 0.03, -0.16], [-0.04, -0.06, -0.21], [0.39, 0.06, 0.13], [-0.34, 0.69, 0.21], [1.42, -0.30, -0.26], [-0.79, 0.78, -0.50], [-0.41, 0.17, -0.75], [-0.28, -0.18, 0.13], [-0.26, -0.26, -0.51], [-0.03, -0.48, 0.10], [-1.04, 0.26, 0.44], [0.65, 0.09, -0.20], [0.15, -0.21, 0.77], [0.37, -0.28, 0.49], [0.53, -0.28, -0.08], [-1.21, 0.39, 0.89], [0.42, -0.06, -3.75], [0.02, -1.66, 1.48], [-0.92, 1.03, -0.57], [-0.10, -0.16, -0.01], [0.84, 0.81, 0.28], [0.41, 0.46, 0.28], [-0.09, -0.33, 1.05], [0.04, -0.18, -0.55], [-0.05, 0.15, -0.43], [0.20, 0.16, 0.37], [-0.15, -0.34, 1.28], [0.73, 0.77, 1.45], [-1.85, -3.15, -1.24], [-2.09, 2.60, -1.85], [1.51, 0.43, -0.14], [-0.04, 0.08, -0.30], [-0.09, 0.58, 0.39], [0.32, -0.22, 0.67], [0.07, -0.76, 0.24], [0.19, -0.66, 0.03], [1.47, -0.63, 0.32], [0.34, 0.30, 0.37], [-0.28, 0.16, -0.42], [1.09, 0.25, -0.51], [0.51, -0.43, -1.15], [-0.16, 1.25, 0.84], [-0.41, -1.16, 2.09], [-0.16, -0.61, -0.24], [-0.27, 0.15, -0.27], [-0.48, 0.48, 0.30], [-0.03, 0.42, 0.01], [0.11, -0.45, -0.04], [-0.07, 0.07, -0.11], [0.26, 0.07, 0.09], [-0.20, 0.37, -0.79]],
  "lowdin_charge": [-0.08, -0.47, -0.03, -0.08, 0.09, 0.09, 0.10, 0.14, 0.10, 0.08, 0.06, 0.09, -0.09, -0.55, -0.04, -0.03, 0.09, 0.10, 0.09, 0.14, 0.06, 0.06, 0.08, 0.09, -0.05, -0.58, -0.03, -0.04, 0.05, 0.09, 0.09, 0.12, 0.09, 0.08, 0.09, 0.09, -0.07, -0.50, -0.03, -0.04, 0.08, 0.07, 0.07, 0.13, 0.06, 0.08, 0.07, 0.04, -0.04, -0.53, -0.05, -0.06, 0.07, 0.09, 0.09, 0.15, 0.06, 0.09, 0.08, 0.05, -0.04, -0.55, -0.05, -0.04, 0.07, 0.06, 0.08, 0.13, 0.08, 0.06, 0.09, 0.03, -0.04, -0.42, -0.04, -0.09, 0.08, 0.06, 0.07, 0.14, 0.06, 0.08, 0.06, 0.06, -0.04, -0.44, -0.03, -0.07, 0.09, 0.07, 0.08, 0.13, 0.06, 0.08, 0.09, 0.05, -0.02, -0.43, -0.01, -0.08, 0.06, 0.06, 0.06, 0.11, 0.07, 0.07, 0.08, 0.05, -0.04, -0.48, -0.03, -0.09, 0.08, 0.07, 0.07, 0.10, 0.06, 0.08, 0.07, 0.03]
}